14
Properties=species:S:1:pos:R:3:forces:R:3:lowdin_charge:R:1 method="wB97M-V/def2-TZVPD" e_homo_ev=-8.2 de_lowest_kj_mol=738.4 e_tot_ev=-8156.5987 homo_lumo_gap_ev=8.00 fmax_ha_per_bohr=0.10501
N -0.4529 -0.1391 0.8398 -1.008 -0.343 -2.451 -0.239
N 0.0563 1.6010 -1.1754 -2.548 -1.565 -1.891 -0.078
N 0.2201 -1.0186 -0.0298 -2.657 -0.418 -1.055 -0.124
N -0.0985 -0.3666 2.1428 1.195 0.891 0.400 -0.017
C -0.4586 -1.1550 -1.2268 0.822 -0.030 3.500 -0.091
C 0.4508 1.3199 0.0786 1.999 -5.013 0.171 -0.202
H -0.8580 -0.7419 2.6905 -0.015 -0.035 -0.297 0.075
H 0.2737 2.0987 0.8125 0.596 -0.517 0.560 0.097
H -0.1519 -2.0149 -1.8112 0.712 0.574 -0.472 0.067
H 0.8539 1.7773 -1.7819 0.053 -0.234 0.067 0.061
H -1.5401 -1.0826 -1.1437 -0.025 0.568 -0.102 0.073
H 1.2732 0.2088 -0.0290 -0.006 3.941 0.841 0.156
H -0.3521 0.3723 -1.6437 1.154 2.173 0.906 0.145
H 0.7841 -0.8595 2.2772 -0.272 0.010 -0.177 0.077

---

15
Properties=species:S:1:pos:R:3:forces:R:3:lowdin_charge:R:1 method="wB97M-V/def2-TZVPD" e_homo_ev="-7.4 / -7.4" de_lowest_kj_mol=530.7 e_tot_ev=-10207.1127 homo_lumo_gap_ev="6.85 / 6.86" fmax_ha_per_bohr=0.03048
O -0.1842 0.3917 -1.2272 -0.848 -0.358 0.838 -0.126
N 2.9306 0.5879 0.3481 0.756 0.633 -0.613 -0.076
N -0.9668 -0.6756 0.4229 -0.047 -0.463 -1.316 -0.020
N 1.5595 0.2647 0.2156 -0.864 -0.259 -0.406 -0.102
N -1.3561 -1.6689 -0.2991 0.108 0.529 0.275 0.084
C -1.9592 0.3463 0.6706 0.098 0.034 -0.283 -0.088
C 1.0257 0.6374 -0.9128 1.220 0.171 0.970 -0.420
H 1.6210 1.2412 -1.6180 0.033 -0.223 -0.026 0.115
H -1.9822 -1.5010 -1.0900 -0.073 -0.028 0.278 0.130
H -2.5435 0.0061 1.5332 0.089 -0.018 -0.065 0.096
H 3.0488 1.2249 1.1296 -0.034 -0.293 0.037 0.051
H -2.6123 0.5273 -0.1880 0.015 0.013 0.070 0.085
H 3.4622 -0.2577 0.5347 -0.266 0.165 0.164 0.052
H -0.6382 -2.3665 -0.4550 -0.048 0.083 0.080 0.131
H -1.4053 1.2422 0.9353 -0.137 0.012 -0.003 0.088

---

15
Properties=species:S:1:pos:R:3:forces:R:3:lowdin_charge:R:1 method="wB97M-V/def2-TZVPD" e_homo_ev=-20.2 charge=+2 de_lowest_kj_mol=57.4 smiles="NC(=[NH2+])N(O)C=[NH2+]" e_tot_ev=-10192.1975 homo_lumo_gap_ev=11.71 fmax_ha_per_bohr=0.10136
O 0.5745 -1.5480 0.5466 0.689 0.346 0.626 0.042
N 2.4621 0.1694 -0.3369 2.666 0.765 -0.237 0.283
N -1.7576 -0.9110 -0.5728 1.716 -0.228 0.545 0.292
N 0.3065 -0.1859 0.3440 -1.651 0.419 0.919 -0.027
N -1.7062 1.2179 0.3856 -1.927 0.851 -0.487 0.284
C -1.1914 0.0904 0.0460 2.295 -0.926 0.188 -0.247
C 1.3253 0.6225 -0.0886 -4.997 0.424 -1.420 -0.048
H 0.9735 1.6270 -0.5338 0.870 -1.416 1.188 0.220
H -2.6196 -1.1412 -1.0404 -0.762 0.859 0.292 0.182
H -1.1087 -1.6746 -0.5561 0.129 -0.946 -0.463 0.129
H 0.8857 -1.7662 1.4974 -0.915 0.991 -1.512 0.214
H 3.1164 0.8210 -0.7260 0.589 0.401 -0.278 0.170
H -2.6825 1.3980 0.1562 -0.083 -0.484 -0.408 0.179
H -1.4578 1.9808 0.9762 1.544 0.121 0.677 0.162
H 2.8798 -0.7002 -0.0972 -0.165 -1.178 0.370 0.163

---

15
Properties=species:S:1:pos:R:3:forces:R:3:lowdin_charge:R:1 method="wB97M-V/def2-TZVPD" e_homo_ev=-18.9 charge=+2 de_lowest_kj_mol=422.2 smiles="C=N/C=[N+](/O)N[NH3+]" e_tot_ev=-10188.4160 homo_lumo_gap_ev=9.56 fmax_ha_per_bohr=0.08525
O -0.5381 1.4149 -1.7256 -0.295 0.899 0.338 0.021
N -0.0996 0.3382 -0.9928 3.728 -0.412 0.352 -0.137
N -1.9100 -0.7649 -0.0580 -0.479 -0.117 -0.285 0.235
N 2.0672 0.2440 0.4455 -0.289 0.118 -0.433 0.113
N -0.8401 0.1928 0.1527 0.310 0.272 0.356 -0.029
C 2.5983 -0.0990 1.5080 0.766 -0.389 1.341 0.232
C 1.5703 0.5993 -0.6112 -4.207 -0.264 -1.203 0.162
H 2.7292 0.6100 2.3258 -0.141 0.138 -0.111 0.153
H -2.6626 -0.4362 -0.7025 0.414 -0.080 0.269 0.203
H 2.9777 -1.1098 1.6524 -0.074 -0.077 -0.213 0.151
H -2.3445 -0.9980 0.8561 0.246 0.145 -0.336 0.205
H -1.2288 1.0764 0.5090 -0.118 -0.254 -0.225 0.177
H -0.2924 1.3286 -2.6630 -0.045 -0.502 0.074 0.147
H 2.0721 1.0366 -1.4614 0.256 0.086 -0.094 0.165
H -1.5103 -1.6394 -0.4504 -0.071 0.438 0.170 0.201